[1]
Molecular formula: C26H61O20PS6
Method: DFT, wB97M-V/def2-TZVPD

Calculated values
**Energy above the lowest of the compared OMol25 structures with the same formula, charge and spin**: 0.8406 eV
**SMILES**: COCCCCC[C@H](CCOC=O)OC(=O)[PH2]=S.CCOS(C)(=O)=O.CCOS(C)(=O)=O.CCOS(C)(=O)=O.CCOS(C)(=O)=O.CCOS(C)(=O)=O
**Total energy**: -143197.3555 eV
**Frontier orbital gap**: 9.2 eV

Positions of all 114 atoms, in Å:
C: 2.93786 -0.91124 8.96422
O: 2.61791 -1.56760 7.73255
C: 1.63086 -0.79128 7.05445
C: 0.87916 -1.62291 6.00434
C: 0.39055 -2.98114 6.54156
C: -1.11723 -3.05984 6.88019
C: -1.72443 -1.77368 7.49513
C: -2.90924 -1.24934 6.67503
C: -2.52966 -0.51566 5.38225
C: -2.06510 0.93656 5.54239
O: -1.31049 1.19751 6.74241
C: -1.98215 1.92356 7.66610
O: -2.11356 1.56860 8.74858
O: -3.83228 -0.50575 7.51105
C: -5.10114 -0.63987 7.12819
O: -5.52908 -0.07406 6.20464
P: -6.31255 -1.70864 8.07834
S: -5.54527 -2.82365 9.46049
H: 2.20593 -1.24492 9.70785
H: 3.95991 -1.19062 9.22507
H: 2.90956 0.17960 8.86770
H: 0.95780 -0.30646 7.77142
H: 2.16355 -0.00325 6.49719
H: 0.08031 -0.97716 5.63578
H: 1.57131 -1.77633 5.17291
H: 1.00635 -3.33004 7.37018
H: 0.56197 -3.71132 5.74115
H: -1.23148 -3.86388 7.61309
H: -1.73281 -3.37244 6.02945
H: -1.00059 -0.99777 7.72579
H: -2.17065 -2.05740 8.45499
H: -3.44393 -2.15800 6.35703
H: -3.44262 -0.47489 4.77743
H: -1.83443 -1.13747 4.81736
H: -2.88556 1.65485 5.44744
H: -1.38997 1.15151 4.70598
H: -2.38958 2.90827 7.37137
H: -6.99902 -2.46087 7.09458
H: -7.27232 -0.78363 8.56035
C: 2.65480 3.99240 1.70173
C: 1.23891 3.45206 1.75934
O: 1.04157 2.35618 0.85057
S: 1.60432 0.91979 1.27461
C: 0.75688 -0.01663 0.04880
O: 1.08235 0.58001 2.56523
O: 3.00741 0.86936 0.99953
H: 3.36932 3.26564 2.08823
H: 2.73914 4.90150 2.29824
H: 2.94022 4.21375 0.67265
H: 0.96898 3.15497 2.77478
H: 0.53891 4.22854 1.45302
H: -0.31283 0.05470 0.22581
H: 1.08459 -1.05048 0.13728
H: 1.01530 0.37245 -0.93304
C: -5.01289 -1.09812 -3.99977
C: -3.52874 -1.18418 -4.29467
O: -2.86187 0.07434 -4.07777
S: -2.53623 0.50166 -2.58015
C: -1.43104 1.81971 -2.96486
O: -1.80645 -0.55426 -1.94450
O: -3.71426 1.04688 -1.98114
H: -5.19141 -0.94237 -2.93466
H: -5.51552 -2.01934 -4.29702
H: -5.46413 -0.26264 -4.52935
H: -3.05035 -1.97136 -3.70874
H: -3.37874 -1.42902 -5.34501
H: -0.55314 1.41004 -3.45858
H: -1.15010 2.29640 -2.02701
H: -1.94406 2.53092 -3.60725
C: 5.40643 0.29139 -0.62283
C: 5.77577 0.71618 -2.02955
O: 6.12530 -0.40451 -2.86281
S: 4.93566 -1.29635 -3.44555
C: 5.89013 -2.18305 -4.63524
O: 4.00829 -0.44584 -4.12774
O: 4.49876 -2.20637 -2.43336
H: 4.47917 -0.27532 -0.61451
H: 5.27343 1.16271 0.01556
H: 6.18179 -0.34770 -0.19722
H: 4.97252 1.29312 -2.49258
H: 6.65658 1.35738 -1.99897
H: 6.26020 -1.48343 -5.38251
H: 5.23877 -2.92058 -5.09941
H: 6.71147 -2.68076 -4.12543
C: 9.92834 0.14800 -10.42125
C: 9.86059 -0.66033 -9.14010
O: 9.93270 0.17376 -7.97019
S: 8.61997 0.96848 -7.53377
C: 9.17226 1.43935 -5.92780
O: 7.53788 0.03887 -7.39780
O: 8.49962 2.14440 -8.33517
H: 9.03801 0.76411 -10.54589
H: 10.00620 -0.51437 -11.28407
H: 10.78812 0.81840 -10.40799
H: 8.96194 -1.27927 -9.10846
H: 10.71689 -1.33113 -9.08549
H: 9.30837 0.54467 -5.32557
H: 8.40445 2.07538 -5.49199
H: 10.10452 1.99006 -6.02511
C: -11.00190 0.51869 -6.97017
C: -10.12123 1.53007 -6.26223
O: -9.94742 1.21454 -4.86988
S: -8.91913 0.05631 -4.48628
C: -8.83566 0.39954 -2.76027
O: -7.65229 0.34562 -5.08572
O: -9.55209 -1.21065 -4.67577
H: -10.51313 -0.45338 -7.03330
H: -11.22438 0.85320 -7.98405
H: -11.93743 0.37731 -6.42829
H: -9.15053 1.62341 -6.75284
H: -10.59397 2.51078 -6.29250
H: -8.39286 1.38188 -2.61778
H: -8.21103 -0.36615 -2.30444
H: -9.83995 0.35932 -2.34600

Atomic forces in eV per Å
0.10 -0.54 -0.49
-0.28 0.75 0.26
0.33 -0.05 -0.79
0.66 -0.01 0.78
-0.61 -0.16 -1.08
0.32 0.28 0.54
-0.81 -0.30 0.75
0.79 -0.98 -0.68
-1.06 0.36 0.50
0.81 0.22 -0.90
-0.29 -0.16 -0.54
0.01 1.39 -3.07
-0.14 -1.38 4.54
0.33 -0.38 0.76
0.77 -0.58 1.56
-1.71 1.55 -2.90
0.37 -0.90 1.33
0.01 0.03 -0.08
0.26 0.22 0.23
-0.18 -0.13 0.20
-0.06 -0.08 -0.03
-0.03 -0.19 -0.02
-0.21 0.16 0.26
-0.03 -0.20 -0.05
-0.09 -0.05 0.01
-0.06 0.32 0.10
0.04 -0.04 0.17
-0.11 0.02 -0.11
0.31 0.11 -0.17
-0.01 -0.02 -0.24
0.07 0.15 -0.02
-0.03 0.13 0.07
0.15 0.08 -0.10
0.18 0.11 0.22
-0.11 -0.23 0.28
-0.05 0.05 0.11
0.13 -0.15 -0.78
0.13 0.63 -0.16
0.17 0.02 -0.53
0.19 -0.22 -0.01
0.24 0.56 0.37
-0.06 -0.21 -0.02
-0.61 -0.17 -0.67
-0.09 0.08 -0.02
0.31 0.16 0.18
-0.04 0.08 0.47
-0.03 0.02 0.02
-0.08 0.01 -0.02
-0.06 0.07 0.01
0.00 -0.17 -0.07
-0.11 -0.20 -0.17
0.01 -0.01 -0.03
0.06 0.04 0.05
0.03 -0.02 0.02
0.05 0.19 0.26
-0.53 -0.67 -0.05
0.24 0.17 0.16
0.17 0.32 -0.75
0.07 0.02 -0.05
-0.17 -0.10 0.25
0.00 -0.15 0.29
0.03 -0.04 -0.01
0.06 0.01 -0.08
0.00 -0.08 -0.08
0.13 0.17 0.08
0.19 0.25 0.00
-0.03 -0.02 -0.01
-0.06 -0.06 0.04
-0.02 -0.03 0.02
0.03 -0.28 -0.13
-0.15 0.47 0.62
-0.04 -0.15 -0.29
0.76 -0.13 -0.26
0.12 0.09 -0.06
-0.25 0.03 0.24
-0.31 0.07 0.01
0.00 0.06 0.03
0.01 0.02 -0.05
0.06 0.08 -0.03
-0.01 -0.15 -0.12
0.11 -0.18 -0.23
-0.02 0.01 0.01
-0.08 0.05 0.07
-0.04 0.01 0.04
-0.17 0.24 0.03
0.01 -0.30 -0.70
-0.12 0.06 0.25
0.58 -0.05 0.53
0.10 -0.05 0.07
-0.11 0.08 -0.28
-0.32 -0.07 -0.16
0.01 -0.03 0.00
0.04 -0.05 0.06
0.04 -0.08 -0.01
-0.05 0.11 0.15
0.03 0.11 0.27
-0.01 0.00 -0.02
-0.05 -0.02 -0.09
-0.02 0.00 -0.03
0.07 -0.27 0.09
-0.21 0.04 -0.72
0.17 -0.04 0.23
-0.35 0.45 0.49
-0.03 0.09 0.05
-0.08 -0.15 -0.28
0.19 -0.14 -0.18
0.00 0.03 -0.02
0.01 0.08 0.04
-0.01 0.08 -0.03
0.07 -0.07 0.17
0.06 0.00 0.29
0.00 -0.02 -0.03
0.01 -0.03 -0.09
0.00 -0.02 -0.04

---

[2]
Molecular formula: C28H33HfN8O2S2Si
Method: DFT, wB97M-V/def2-TZVPD

Calculated values
**Energy above the lowest of the compared OMol25 structures with the same formula, charge and spin**: 1.1307 eV
**Net charge**: +1
**Total energy**: -76439.7269 eV
**Frontier orbital gap**: 6.5 eV

Positions of all 75 atoms, in Å:
Hf: 0.54945 0.38920 0.19777
C: 4.04672 1.66634 5.29405
C: 2.74693 2.23179 4.73961
N: 1.79638 1.18551 4.38931
C: 1.63708 0.62835 3.18991
S: 2.49427 1.24161 1.79977
N: 0.82276 -0.42458 3.16303
N: 0.67442 -0.95690 1.91934
C: 0.33731 -2.20174 1.82473
C: 0.12609 -3.05968 3.02104
C: 0.28762 -2.73475 0.44695
C: -0.27751 -3.96254 0.14266
C: -0.22954 -4.42411 -1.16325
C: 0.39238 -3.64858 -2.12584
C: 0.91135 -2.42369 -1.74527
N: 0.86767 -1.96532 -0.49613
H: 4.70766 2.47567 5.60334
H: 3.85847 1.03398 6.16272
H: 4.55854 1.07175 4.53672
H: 2.26380 2.88352 5.46762
H: 2.93287 2.81918 3.84337
H: 1.33348 0.69363 5.14117
H: 0.77609 -2.71202 3.82056
H: -0.90131 -2.96210 3.38204
H: 0.32896 -4.10606 2.80441
H: -0.74584 -4.54658 0.92170
H: -0.66524 -5.37968 -1.42212
H: 0.46549 -3.97042 -3.15442
H: 1.39607 -1.78950 -2.47920
N: -1.53911 -2.70755 -6.96235
C: -1.38434 -1.91475 -5.86679
C: -0.64666 -0.72211 -5.94743
C: -0.46096 0.06940 -4.83727
C: -0.99552 -0.33482 -3.61576
C: -1.75407 -1.50167 -3.51840
C: -1.94797 -2.28291 -4.63362
S: -0.92296 0.68374 -2.21108
O: -1.15104 -0.19535 -1.00291
O: -1.85033 1.75152 -2.32882
N: 0.55895 1.23353 -1.84379
C: 1.80320 0.75168 -2.21705
N: 2.52910 0.44599 -1.12627
C: 3.80163 0.10019 -1.28955
C: 4.35227 0.02268 -2.55243
C: 3.50478 0.29640 -3.61705
N: 2.23231 0.66388 -3.46457
H: -1.25192 -2.37213 -7.86386
H: -2.21306 -3.45134 -6.95211
H: -0.23821 -0.41346 -6.90135
H: 0.08142 0.99848 -4.91781
H: -2.19346 -1.78223 -2.57017
H: -2.54985 -3.18085 -4.57021
H: 4.35883 -0.12139 -0.38677
H: 5.38676 -0.24470 -2.70080
H: 3.85424 0.22584 -4.64062
C: -1.22653 3.89997 0.00289
Si: -0.82871 2.49547 1.19976
C: -0.09166 3.41983 2.67790
C: -2.47590 1.80515 1.86489
C: -3.43557 2.67048 2.40011
C: -4.63601 2.19951 2.91104
C: -4.91056 0.83847 2.89962
C: -3.97765 -0.04304 2.37686
C: -2.78055 0.44354 1.86764
H: -1.91177 4.59777 0.49071
H: -1.69003 3.55951 -0.91847
H: -0.31914 4.45324 -0.25244
H: -0.72679 4.28146 2.89941
H: 0.91300 3.79023 2.46540
H: -0.05114 2.80075 3.57401
H: -3.24043 3.73738 2.41948
H: -5.35999 2.89373 3.31840
H: -5.84744 0.46778 3.29483
H: -4.18705 -1.10596 2.36225
H: -2.07252 -0.27563 1.45897

Atomic forces in eV per Å
2.38 0.54 0.41
-0.04 0.02 -0.02
0.01 -0.04 -0.01
0.19 -0.07 0.01
-0.12 -0.09 0.00
-0.39 -0.20 -0.28
-0.05 0.06 0.08
-0.15 -0.75 0.62
0.09 0.09 0.17
-0.04 -0.06 -0.06
0.06 -0.08 -0.06
0.00 -0.04 0.13
0.04 0.03 -0.05
0.00 -0.08 0.04
0.20 0.06 0.01
-0.37 -0.29 0.05
0.01 0.00 -0.01
0.01 0.00 0.00
0.01 -0.01 0.01
-0.01 0.01 -0.01
-0.03 0.05 0.03
-0.06 0.05 -0.01
-0.01 0.00 0.01
0.00 0.01 0.00
-0.03 0.00 0.00
-0.02 -0.01 -0.03
0.00 -0.01 0.01
0.02 0.01 0.00
-0.04 0.02 -0.01
0.06 -0.01 0.01
-0.05 0.01 0.01
0.03 0.03 0.00
-0.13 0.04 0.01
0.11 -0.27 0.26
0.06 0.01 -0.01
0.00 -0.01 -0.05
-0.10 0.41 -0.31
-0.43 0.10 -0.19
0.05 0.05 -0.14
-0.23 -0.32 -0.64
0.09 0.19 -0.41
-0.53 0.20 -0.18
0.06 -0.05 0.24
-0.03 0.03 -0.03
-0.03 -0.01 0.01
-0.06 0.03 -0.03
-0.03 0.01 -0.01
-0.01 0.01 0.00
0.01 0.00 0.01
0.07 0.03 0.00
0.00 -0.02 -0.02
0.01 -0.01 0.02
-0.01 0.00 0.00
0.00 -0.01 -0.01
0.02 0.00 0.01
0.04 -0.07 -0.11
-0.64 0.37 0.53
0.05 -0.05 0.03
-0.01 0.04 -0.10
0.00 -0.03 0.00
0.01 0.02 0.00
0.00 -0.01 0.00
0.00 -0.02 0.00
0.02 0.04 0.03
0.02 0.00 0.04
-0.02 0.03 -0.02
0.01 0.00 0.00
-0.02 -0.01 0.00
-0.01 0.02 0.00
0.00 0.01 0.00
-0.02 0.01 0.00
0.00 0.00 0.00
0.00 0.01 0.00
0.01 0.00 0.00
-0.01 -0.01 0.00